Formula: C37H52AsN2O2PSSe2Si2Te2Y
Source: the Open Molecules 2025 dataset
Level of theory: ωB97M-V with the def2-TZVPD basis set

The energy above the lowest of the compared OMol25 structures with the same formula, charge and spin comes out at 7.6 kJ/mol. The net charge is -1. Its multiplicity is 1. Its electronic energy is -289337.529 eV. For the orbital gap, the calculation gives 6.02 eV.

```
103
Properties=species:S:1:pos:R:3:forces:R:3:mulliken_charge:R:1
Y 0.236 -0.390 -0.015 -0.75 0.00 -0.72 -0.304
C -1.651 4.211 4.438 0.03 -0.02 -0.03 -1.380
C -0.164 4.111 4.220 -0.03 0.04 -0.03 1.342
C 0.673 4.969 4.930 -0.02 -0.01 -0.04 -0.856
C 2.048 4.974 4.742 -0.02 -0.02 -0.01 -0.664
C 2.617 4.113 3.818 -0.09 -0.04 -0.01 -0.886
C 1.799 3.242 3.108 -0.05 0.05 0.10 -0.676
C 0.415 3.218 3.300 0.14 0.01 0.06 0.008
P -0.475 2.001 2.253 -0.22 0.00 -0.16 2.657
C -1.684 1.229 3.419 0.12 -0.04 0.13 0.421
C -1.004 0.373 4.302 -0.01 0.02 0.03 -1.351
C -1.664 -0.406 5.234 0.00 0.05 -0.07 -0.393
C -3.052 -0.366 5.283 0.02 0.02 -0.04 -0.818
C -3.735 0.464 4.413 0.01 -0.01 0.01 -0.770
C -3.080 1.277 3.482 -0.04 0.03 -0.01 1.865
C -3.948 2.170 2.630 0.02 0.01 0.03 -1.798
C -1.227 3.023 0.957 0.10 0.18 0.18 -0.131
C -1.004 4.393 0.823 0.02 0.01 -0.01 -1.066
C -1.325 5.056 -0.353 -0.03 -0.11 0.04 -0.888
C -1.860 4.324 -1.411 0.01 -0.10 0.03 -0.875
C -2.092 2.965 -1.283 -0.03 0.10 -0.04 -0.723
C -1.798 2.279 -0.093 -0.18 -0.23 -0.10 1.667
C -1.998 0.837 0.062 0.16 0.46 -0.02 -1.973
H -1.892 5.148 4.942 -0.01 -0.02 0.00 0.486
H -2.027 3.387 5.048 0.02 -0.02 0.00 0.207
H -2.193 4.183 3.491 0.02 -0.02 -0.01 0.123
H 0.226 5.661 5.637 0.01 -0.01 0.00 0.402
H 2.669 5.655 5.313 -0.01 0.00 0.00 0.362
H 3.688 4.102 3.655 -0.04 0.00 0.00 0.457
H 2.241 2.542 2.412 0.01 -0.01 -0.01 -0.096
H 0.080 0.313 4.237 -0.01 0.01 -0.02 0.396
H -1.104 -1.060 5.893 -0.02 0.03 -0.03 0.387
H -3.597 -0.989 5.983 0.01 0.02 -0.01 0.346
H -4.820 0.496 4.449 0.02 0.00 -0.01 0.414
H -4.483 2.881 3.266 0.00 -0.01 -0.01 0.513
H -4.698 1.578 2.099 0.00 0.00 0.02 0.480
H -3.390 2.734 1.889 0.03 -0.01 0.02 -0.009
H -0.545 4.942 1.638 -0.01 0.00 -0.02 0.351
H -1.147 6.121 -0.448 0.01 -0.02 0.00 0.396
H -2.098 4.820 -2.347 0.00 -0.01 0.01 0.362
H -2.496 2.399 -2.117 -0.01 0.03 0.01 0.445
H -2.600 0.449 -0.753 -0.10 -0.12 -0.08 0.918
H -2.417 0.570 1.034 -0.01 -0.03 -0.02 -0.100
Se -1.088 -0.474 -2.831 -0.11 -0.14 0.13 -0.236
Te -0.568 -2.564 -4.115 0.02 0.01 -0.04 -0.315
Te 1.786 -3.217 -2.949 0.00 0.02 0.01 -0.379
Se 1.056 -3.120 -0.559 0.06 -0.04 -0.08 -0.270
C 1.679 -2.726 3.453 -0.27 -0.11 0.13 -0.631
Si 3.172 -1.873 2.733 -0.13 0.32 -0.05 0.414
C 4.238 -1.319 4.189 0.14 0.05 0.17 -1.243
C 4.147 -3.163 1.804 0.19 -0.21 -0.18 -0.767
As 2.507 0.011 1.536 0.88 -0.13 0.52 0.735
Si 4.461 0.178 0.315 -0.18 0.12 0.22 0.380
C 4.783 -1.101 -1.018 0.03 -0.22 -0.22 -0.944
C 5.958 0.144 1.456 0.20 -0.04 0.12 -1.159
C 4.510 1.898 -0.449 0.01 0.26 -0.07 -0.902
H 2.005 -3.526 4.130 -0.06 0.04 -0.03 0.416
H 1.046 -3.164 2.676 0.06 0.02 0.07 0.051
H 1.058 -2.025 4.023 0.04 -0.08 -0.02 0.015
H 4.015 -1.923 5.076 0.06 0.02 -0.06 0.386
H 4.047 -0.271 4.430 -0.01 -0.06 0.03 0.268
H 5.305 -1.422 3.967 -0.07 0.02 0.03 0.311
H 4.511 -3.912 2.518 -0.01 0.00 -0.08 0.380
H 5.009 -2.736 1.288 -0.01 -0.06 0.05 0.187
H 3.520 -3.653 1.056 0.03 0.00 0.04 0.120
H 5.678 -1.682 -0.772 -0.04 0.02 -0.08 0.522
H 4.942 -0.629 -1.994 0.01 -0.05 0.04 0.397
H 3.944 -1.795 -1.112 0.04 0.03 0.00 -0.213
H 6.195 -0.872 1.786 0.01 0.10 -0.02 0.259
H 5.791 0.754 2.349 0.02 -0.01 -0.09 0.276
H 6.833 0.538 0.922 -0.05 -0.05 0.06 0.384
H 3.533 2.226 -0.810 0.07 -0.02 -0.02 -0.093
H 5.234 1.947 -1.272 -0.02 0.03 0.06 0.334
H 4.821 2.617 0.317 -0.03 -0.03 -0.07 0.477
O 1.043 1.745 -1.180 -0.23 -0.26 -0.07 -0.325
C 1.548 1.263 -2.182 0.06 0.12 0.36 -0.684
O 2.090 0.067 -2.099 0.06 -0.10 0.04 0.463
C 1.614 1.938 -3.530 0.14 0.08 -0.02 0.711
N 2.520 1.169 -4.390 0.04 0.12 0.09 -0.664
C 3.826 1.840 -4.274 -0.12 -0.09 0.01 -0.172
C 3.528 3.335 -4.137 -0.03 0.01 0.04 -0.782
C 2.158 3.385 -3.428 0.00 -0.02 -0.03 -0.664
H 0.591 1.886 -3.899 -0.06 -0.01 -0.05 0.489
H 2.186 1.167 -5.344 -0.02 -0.02 -0.03 0.346
H 2.339 -0.220 -3.012 -0.01 -0.14 0.05 0.141
H 4.460 1.581 -5.121 0.01 0.02 -0.02 0.582
H 4.316 1.475 -3.368 -0.01 -0.02 0.00 -0.371
H 3.466 3.799 -5.123 -0.01 0.00 -0.02 0.258
H 4.304 3.854 -3.573 -0.02 0.00 -0.01 0.388
H 1.475 4.077 -3.918 0.01 0.02 0.01 0.463
H 2.236 3.695 -2.387 0.00 -0.02 0.00 0.250
S -1.556 -2.169 1.771 0.16 0.01 -0.38 -0.133
C -2.377 -2.767 0.387 -0.05 -0.15 0.24 0.123
N -3.371 -2.029 -0.153 -0.06 0.34 -0.02 0.079
C -4.066 -2.338 -1.269 -0.01 0.07 0.05 -0.296
C -3.841 -3.520 -1.896 -0.01 -0.01 -0.07 -0.570
C -2.860 -4.367 -1.356 0.09 -0.10 -0.05 -0.196
C -2.150 -4.009 -0.244 0.11 -0.04 0.08 -0.566
H -3.503 -1.119 0.275 0.00 0.08 -0.02 0.082
H -4.771 -1.596 -1.610 0.01 0.01 0.01 0.398
H -4.377 -3.770 -2.799 0.01 0.00 0.00 0.419
H -2.633 -5.303 -1.853 -0.02 0.01 0.04 0.369
H -1.367 -4.631 0.156 0.00 -0.02 -0.02 0.454
```
Positions in Å, forces in eV/Å.